DFT (ωB97M-V with the def2-TZVPD basis set) results for an isolated molecule of BH3OS.

XYZ file:
```
6
Properties=species:S:1:pos:R:3:forces:R:3:mulliken_charge:R:1
O 0.69738 1.14605 0.91801 -3.5 1.5 -0.4 -0.49
B 0.02413 0.32420 0.10361 -0.1 1.0 0.1 0.42
S -1.45455 0.92223 -0.79078 -0.1 -1.8 -0.2 -0.29
H 1.57296 1.27419 1.11590 3.0 -0.3 0.6 0.32
H 0.42662 -0.72428 0.04216 0.3 -2.0 -0.6 -0.09
H -1.82444 -0.37169 -1.24400 0.5 1.6 0.5 0.14
```
Forces are in eV/Å.

## Properties
ΔE to the lowest compared entry with this formula, charge and spin = 0.205 eV
SMILES = OBS
orbital gap = 10.40 eV
E_tot = -13608.90863 eV
highest occupied orbital energy = -0.365 Eh